C28H48BrF2N6O6S | ωB97M-V/def2-TZVPD

Output
charge: +1
energy: -5047.23568 Eh
orbital gap: 8.7 eV

Geometry as XYZ:
```
92
Properties=species:S:1:pos:R:3:mulliken_charge:R:1
C -6.239 -0.847 0.693 -0.959
C -5.357 -0.253 1.755 0.775
O -5.740 0.571 2.523 -0.494
O -4.019 -0.657 1.832 -0.381
C -3.323 -0.202 0.659 -1.847
C -1.909 0.153 1.082 0.437
C -2.036 1.437 1.933 -1.838
N -0.831 1.663 2.777 0.468
C -1.017 1.020 4.082 -0.617
C -1.959 1.944 4.891 0.320
O -1.772 3.114 4.950 -0.404
Br -3.486 1.176 5.787 -0.077
C 0.232 1.234 2.065 -1.323
N 1.322 0.767 2.592 0.110
C 2.495 0.277 1.864 -0.935
C 2.938 -1.016 2.606 0.426
C 3.577 -2.051 1.716 -1.084
O 4.290 -1.192 2.711 -0.509
N 0.161 1.310 0.673 1.303
N 0.576 2.495 0.072 0.613
C 1.869 2.452 -0.546 0.340
O 2.911 2.728 -0.033 -0.443
F 1.819 2.077 -1.806 -0.215
C 0.297 3.705 0.782 0.471
O -0.722 4.313 0.655 -0.396
F 1.223 4.155 1.608 -0.276
C -0.874 0.467 0.008 1.501
C -1.391 1.191 -1.238 -1.248
N -2.353 0.420 -2.032 -0.441
N -0.104 -0.720 -0.502 -0.636
C -0.636 -1.805 -0.408 0.526
S -1.289 -3.216 -0.411 -0.311
H -7.025 -0.136 0.470 0.342
H -6.672 -1.788 1.018 0.317
H -5.703 -1.005 -0.241 0.300
H -3.291 -1.050 -0.022 0.408
H -3.864 0.618 0.191 0.672
H -1.608 -0.621 1.796 0.900
H -2.953 1.356 2.512 0.837
H -2.183 2.264 1.241 -0.214
H -1.522 0.057 3.990 0.515
H -0.127 0.933 4.696 0.372
H 1.412 0.734 3.597 0.322
H 2.266 -0.112 0.882 0.525
H 3.341 0.951 1.916 0.324
H 2.308 -1.376 3.403 0.438
H 4.177 -1.691 0.895 0.417
H 3.718 -3.054 2.084 0.431
H -0.608 1.458 -1.935 0.641
H -1.914 2.083 -0.881 0.074
H -2.148 0.492 -3.013 0.297
H -2.467 -0.537 -1.742 0.189
C 6.125 -8.990 0.546 -1.211
C 5.979 -7.472 0.553 -0.418
C 5.103 -6.953 1.694 -0.410
C 3.650 -7.430 1.664 -0.713
C 2.885 -7.094 0.385 -0.474
C 2.751 -5.595 0.138 -1.031
H 5.166 -9.489 0.399 0.283
H 6.786 -9.304 -0.263 0.379
H 6.556 -9.344 1.485 0.300
H 5.585 -7.137 -0.411 0.235
H 6.971 -7.025 0.649 0.383
H 5.130 -5.859 1.687 0.065
H 5.547 -7.257 2.646 0.411
H 3.125 -6.990 2.518 0.362
H 3.618 -8.511 1.819 0.333
H 1.884 -7.526 0.460 0.352
H 3.357 -7.567 -0.479 0.267
H 2.243 -5.102 0.972 0.236
H 2.167 -5.409 -0.765 0.420
H 3.726 -5.124 0.000 0.242
C -3.471 7.944 -4.325 -1.219
C -2.012 7.522 -4.184 -0.341
C -1.651 6.297 -5.023 -0.716
C -2.407 5.018 -4.660 -0.981
C -2.257 4.570 -3.207 -0.357
C -0.820 4.231 -2.824 -0.242
H -4.154 7.168 -3.976 0.288
H -3.667 8.841 -3.736 0.379
H -3.712 8.170 -5.365 0.303
H -1.784 7.342 -3.129 0.213
H -1.376 8.353 -4.496 0.400
H -0.574 6.121 -4.944 0.283
H -1.840 6.521 -6.077 0.434
H -2.061 4.214 -5.318 0.366
H -3.470 5.146 -4.880 0.380
H -2.879 3.681 -3.055 0.280
H -2.647 5.334 -2.530 0.309
H -0.423 3.438 -3.465 0.284
H -0.780 3.885 -1.794 -0.538
H -0.164 5.100 -2.907 0.499
```